13
Properties=species:S:1:pos:R:3:forces:R:3:lowdin_charge:R:1 method="wB97M-V/def2-TZVPD" energy_ev=-32559.9294 lumo_ev="-1.901 / -1.241" de_lowest_kj_mol=216.2
C 0.876668 -0.030781 -1.870383 0.86 -2.00 0.21 -0.90
C 1.147735 -1.871919 0.341376 1.56 -0.48 1.56 -0.35
C -2.227103 2.039394 1.263474 2.62 -0.88 1.25 -0.36
N -0.287045 0.324907 0.748722 0.67 -0.16 -0.49 -0.57
P 0.168774 1.047893 -2.893799 0.36 -0.83 1.13 0.70
P 1.116169 -0.099951 0.035746 -1.09 1.24 0.28 0.65
P -1.336617 1.322707 0.032171 -0.78 0.63 0.14 0.65
H 1.349875 -1.093255 -2.078078 -0.89 2.23 -0.34 0.02
H 0.201772 -2.212217 -0.116590 0.73 -0.63 0.47 0.04
H 2.086864 -2.045490 -0.244870 -0.84 -1.08 0.38 0.02
H 1.365206 -2.183603 1.503538 -0.86 0.93 -3.13 0.11
H -2.751035 2.920449 0.981017 -0.82 0.44 0.26 -0.05
H -1.711262 1.881868 2.297676 -1.51 0.60 -1.72 0.03